Entry 1:
A structure of composition C32H41Cl3IN3O7S3Ti. Source: the Open Molecules 2025 dataset; level of theory: ωB97M-V with the def2-TZVPD basis set.

Summary:
Max |F| (hartree/bohr): 0.0106
Electronic energy (eV): -153944.248
Net charge: 0
HOMO-LUMO gap (alpha / beta) (eV): 5.91 / 8.81
Energy relative to the best compared isomer or geometry (same formula, charge and spin) (kcal/mol): 0.00
2S+1: 3

XYZ file:
```
91
Properties=species:S:1:pos:R:3:mulliken_spin:R:1
Ti 0.6116 -0.1194 -0.1480 1.843
C -2.9462 1.9462 2.3813 0.002
C -1.7962 1.2184 3.0767 0.005
C -2.1037 0.9935 4.5459 0.000
O -0.6064 2.0006 3.0419 0.003
C -1.6073 -0.1365 2.3504 0.006
O -2.2781 -1.1029 2.7115 0.016
O -0.7971 -0.1456 1.3584 -0.090
H -3.1377 2.8971 2.8822 0.000
H -3.8496 1.3359 2.4164 0.000
H -2.6954 2.1480 1.3371 0.002
H -2.2993 1.9525 5.0274 0.000
H -1.2498 0.5265 5.0397 0.000
H -2.9639 0.3377 4.6567 0.000
H -0.4766 2.3336 2.1428 0.004
O 1.1625 -2.1471 0.4578 0.039
S 0.8053 -2.6856 1.8257 0.017
C 0.1284 -4.3368 1.4379 0.001
C -0.7868 -4.2284 0.2237 0.000
C -1.9526 -3.2759 0.4538 -0.001
C -2.8038 -3.0179 -0.7773 0.002
S -1.8555 -2.1292 -2.0752 -0.001
O -0.9203 -1.2067 -1.3646 -0.025
C -3.1831 -1.0842 -2.6569 0.003
C -3.7837 -1.3499 -3.8754 0.001
C -4.7839 -0.4991 -4.3314 0.000
C -5.1504 0.6043 -3.5755 0.000
C -4.5263 0.8658 -2.3596 -0.002
C -3.5377 0.0183 -1.8904 -0.003
C 2.3621 -3.1854 2.5368 0.001
C 3.4988 -3.2247 1.7459 0.005
C 4.7107 -3.5592 2.3346 -0.001
C 4.7721 -3.8449 3.6916 0.001
C 3.6249 -3.7920 4.4739 0.000
C 2.4107 -3.4492 3.8988 0.000
H -0.4074 -4.6565 2.3342 -0.001
H 0.9647 -5.0103 1.2535 0.001
H -1.1428 -5.2334 -0.0214 0.000
H -0.1820 -3.8863 -0.6198 0.001
H -1.5963 -2.3133 0.8231 0.012
H -2.6086 -3.6560 1.2410 0.000
H -3.6715 -2.4128 -0.5201 0.000
H -3.1427 -3.9378 -1.2618 0.000
H -3.4674 -2.1996 -4.4685 0.000
H -5.2644 -0.6922 -5.2813 0.000
H -5.9222 1.2707 -3.9384 0.000
H -4.8041 1.7360 -1.7789 0.000
H -3.0135 0.2225 -0.9634 0.013
H 3.4294 -2.9736 0.6940 0.000
H 5.6090 -3.5836 1.7320 0.000
H 5.7214 -4.0992 4.1450 0.000
H 3.6791 -4.0016 5.5341 0.000
H 1.5144 -3.3706 4.5036 0.000
Cl 2.8667 -0.9263 -4.9878 0.001
C 3.0291 -0.8085 -3.2305 0.000
Cl 4.7458 -0.9358 -2.7728 0.001
Cl 2.1445 -2.1482 -2.4800 0.000
C 2.5294 0.6060 -2.7240 0.001
O 2.8413 1.5521 -3.4249 0.017
O 1.8857 0.5911 -1.6447 0.027
I 6.4511 -0.4440 1.2689 0.000
C 4.5236 0.0237 1.9001 -0.005
C 4.2343 0.1860 3.2447 0.019
C 2.9298 0.4945 3.5948 -0.009
C 1.9690 0.6030 2.6040 0.047
N 2.2487 0.4104 1.3088 0.019
C 3.5121 0.1458 0.9624 0.045
H 5.0055 0.0786 3.9955 0.001
H 2.6508 0.6474 4.6284 0.000
H 0.9424 0.8614 2.8304 -0.018
H 3.7017 0.0063 -0.0938 -0.022
C -0.4236 1.5325 -3.6517 -0.001
N -0.1122 2.8698 -3.1827 0.005
C 0.6141 3.6862 -4.1511 0.001
C -0.3406 3.2683 -1.9215 0.009
S -0.6973 2.2296 -0.6280 0.002
N -0.3377 4.6170 -1.7100 0.000
C -0.2329 5.1450 -0.3603 0.001
C -1.0331 5.5087 -2.6290 0.001
H -1.1855 1.5897 -4.4357 0.000
H -0.7863 0.9288 -2.8302 0.004
H 0.4727 1.0719 -4.0689 0.001
H 1.4156 3.0786 -4.5645 -0.001
H 1.0605 4.5427 -3.6572 0.000
H -0.0434 4.0292 -4.9550 0.000
H 0.5062 4.5856 0.2050 0.000
H -1.1882 5.0974 0.1714 0.001
H 0.0829 6.1865 -0.4318 0.000
H -1.3836 4.9654 -3.5003 0.000
H -0.3876 6.3256 -2.9580 0.000
H -1.9022 5.9376 -2.1217 0.000
```

Entry 2:
A structure of composition C32H41LuN5S at a distorted geometry. Source: the Open Molecules 2025 dataset; level of theory: ωB97M-V with the def2-TZVPD basis set.

Summary:
Max |F| (hartree/bohr): 0.0589
Electronic energy (eV): -85755.412
Net charge: -1
HOMO-LUMO gap (eV): 4.67
Energy relative to the best compared isomer or geometry (same formula, charge and spin) (kcal/mol): 0.00

XYZ file:
```
80
Properties=species:S:1:pos:R:3:mulliken_charge:R:1
Lu -0.1477 -0.2688 -0.0153 0.743
N -2.3146 -1.4651 0.2625 -0.492
N -0.4232 -2.1166 -1.7350 0.412
C 2.0784 0.8751 -0.8778 1.546
C 2.3624 -0.4085 -0.3062 0.360
C 2.0721 -0.3320 1.0978 0.089
C 2.2477 -1.4122 2.1059 -0.653
H 2.2681 -2.4099 1.6444 0.373
H 1.4454 -1.4044 2.8766 -0.504
H 3.1818 -1.2718 2.6765 0.296
C 1.6386 1.0087 1.3762 1.116
C 1.4302 1.6031 2.7170 -0.336
H 2.3719 2.0238 3.1121 0.425
H 1.0899 0.8355 3.4185 -0.583
H 0.6827 2.4066 2.6956 0.195
C 1.5753 1.7219 0.1500 -0.157
C 1.1901 3.1511 0.0029 -1.993
H 0.2954 3.3730 0.5993 0.403
H 0.9685 3.3927 -1.0427 0.411
H 1.9897 3.8291 0.3399 0.282
C 2.9497 -1.5818 -1.0108 -1.674
H 4.0167 -1.6979 -0.7633 0.358
H 2.8751 -1.4710 -2.0999 0.325
H 2.4508 -2.5212 -0.7374 0.223
C 2.4237 1.3583 -2.2378 -1.766
H 1.5433 1.7952 -2.7263 0.069
H 2.7997 0.5527 -2.8732 0.436
H 3.1932 2.1476 -2.2076 0.329
C -2.9298 -0.8877 1.4596 0.077
H -3.8374 -0.3128 1.2106 0.294
C -3.1731 -1.8575 2.5358 -0.760
H -3.7736 -1.5086 3.3645 0.387
C -2.5665 -3.0866 2.5399 -0.338
H -2.8100 -3.8252 3.3025 0.349
C -1.6458 -3.3996 1.5390 -1.330
H -1.0888 -4.3302 1.4935 0.330
C -1.4483 -2.4812 0.4736 0.779
C -0.2775 -2.5520 -0.3988 -0.738
H 0.4103 -3.3852 -0.2498 0.594
C -0.8280 -0.8257 -2.0644 -0.988
C -0.0162 -2.8038 -2.8864 -0.606
H 0.3171 -3.8233 -2.8223 0.513
C -0.1973 -1.9679 -3.9167 -0.664
H -0.0176 -2.1248 -4.9660 0.561
N -0.6978 -0.7667 -3.4146 0.715
C -0.8499 0.4605 -4.0976 0.198
C 0.1774 0.9665 -4.9179 1.258
C 0.0756 2.2926 -5.3630 -0.844
H 0.8614 2.6980 -6.0012 0.270
C -0.9933 3.1083 -4.9905 0.744
C -1.0823 4.5374 -5.4413 -1.530
H -0.9135 5.2270 -4.6022 0.293
H -2.0773 4.7620 -5.8475 0.356
H -0.3360 4.7490 -6.2132 0.366
C -1.9890 2.5837 -4.1609 -1.189
H -2.8275 3.2144 -3.8579 0.341
C -1.9363 1.2626 -3.7104 1.206
C -3.0318 0.7219 -2.8585 -1.320
H -3.5739 -0.0952 -3.3536 0.293
H -3.7477 1.5243 -2.6535 0.392
H -2.6764 0.3357 -1.8896 0.219
C 1.3936 0.1792 -5.2968 -1.963
H 1.2040 -0.4500 -6.1790 0.391
H 1.7711 -0.4710 -4.4979 0.259
H 2.2063 0.8685 -5.5642 0.417
S -1.6518 0.4372 2.0319 -0.552
C 0.9389 -1.0205 4.8977 -0.595
N 0.9456 0.1075 5.5574 -0.102
C -0.1991 0.5393 6.3966 -0.699
C -0.8189 -0.6747 7.0609 -0.587
C -0.9942 -1.8766 6.1501 -0.458
N 0.1541 -2.0252 5.2166 -0.023
H 1.6891 0.7701 5.3217 0.357
H -0.9298 1.0638 5.7657 0.253
H 0.1928 1.2411 7.1305 0.414
H -1.7946 -0.3961 7.4677 0.357
H -0.1902 -0.9575 7.9102 0.291
H -1.9017 -1.7840 5.5444 0.134
H -1.0594 -2.7960 6.7299 0.365
H 0.2899 -2.8781 4.6735 0.278
```

Entry 3:
A structure of composition C32H41N7OP2RuS at a distorted geometry. Source: the Open Molecules 2025 dataset; level of theory: ωB97M-V with the def2-TZVPD basis set.

Summary:
Max |F| (hartree/bohr): 0.0236
Electronic energy (eV): -78302.253
Net charge: +3
HOMO-LUMO gap (alpha / beta) (eV): 6.97 / 6.06
Energy relative to the best compared isomer or geometry (same formula, charge and spin) (kcal/mol): 0.00
2S+1: 2

XYZ file:
```
85
Properties=species:S:1:pos:R:3:mulliken_spin:R:1
Ru -0.3748 -0.7158 -0.2391 0.963
N -0.1266 3.5940 -0.4936 0.022
C -0.4134 2.3725 -0.1073 0.067
N -0.0615 1.2859 -0.7701 -0.101
C 0.7009 1.4348 -1.9524 0.031
N 1.0064 0.3935 -2.6588 0.011
N 0.5320 -0.7414 -2.0851 -0.026
C 0.5872 -1.8514 -2.7209 0.004
C -0.0960 -2.9733 -2.0945 0.013
C -0.1116 -4.2338 -2.6655 0.004
C -0.8136 -5.2536 -2.0406 0.003
C -1.4972 -4.9670 -0.8697 0.005
C -1.4413 -3.6859 -0.3511 0.010
N -0.7495 -2.6962 -0.9297 0.007
C 1.0518 2.7661 -2.3989 0.001
C 1.8420 2.9848 -3.5277 -0.001
C 2.1779 4.2746 -3.8831 0.003
C 1.7320 5.3590 -3.1255 -0.003
C 0.9549 5.1613 -1.9990 0.005
C 0.6286 3.8611 -1.6490 -0.004
H -0.4567 4.3719 0.0629 -0.001
H -0.9786 2.2621 0.8079 -0.005
H 1.0755 -1.9224 -3.6873 -0.002
H 0.4229 -4.4043 -3.5906 0.000
H -0.8272 -6.2500 -2.4616 0.000
H -2.0779 -5.7200 -0.3560 0.000
H -1.9766 -3.4494 0.5556 -0.003
H 2.1892 2.1384 -4.1023 0.000
H 2.7965 4.4491 -4.7522 0.000
H 1.9982 6.3652 -3.4189 0.000
H 0.6103 5.9996 -1.4059 0.000
C -2.6343 -0.9533 -2.9692 0.002
P -2.4808 -0.3898 -1.2572 -0.020
C -3.1479 1.2984 -1.3191 0.003
C -3.7023 -1.2492 -0.2477 0.003
C -4.9495 -1.6248 -0.7386 0.001
C -5.9141 -2.1116 0.1315 -0.001
C -5.6423 -2.2063 1.4904 0.000
C -4.3956 -1.8445 1.9800 -0.001
C -3.4118 -1.3753 1.1125 -0.005
P -1.7565 -0.8921 1.7071 -0.006
C -1.2865 -2.2108 2.8794 -0.009
C -2.1221 0.5296 2.7869 -0.005
H -3.6004 -0.6348 -3.3625 -0.001
H -2.5664 -2.0380 -3.0397 0.000
H -1.8554 -0.4969 -3.5808 -0.001
H -4.1966 1.2320 -1.6116 0.000
H -2.6179 1.9103 -2.0503 0.000
H -3.1019 1.7681 -0.3370 0.000
H -5.1803 -1.5415 -1.7937 0.000
H -6.8830 -2.4063 -0.2486 0.000
H -6.4032 -2.5656 2.1701 0.000
H -4.2040 -1.9370 3.0424 0.000
H -2.1737 -2.6855 3.2955 -0.001
H -0.7225 -1.7814 3.7045 0.001
H -0.6720 -2.9698 2.3972 0.001
H -2.8965 0.2550 3.5040 -0.001
H -2.5024 1.3611 2.1919 0.000
H -1.2420 0.8561 3.3396 0.001
C 1.4928 -0.4810 3.0177 0.006
C 1.8851 -1.4361 1.9501 0.014
N 1.4243 -1.5403 0.7013 -0.020
C 2.1997 -2.5164 0.0883 0.016
C 3.1070 -2.9994 0.9643 0.002
N 2.8892 -2.3084 2.1308 0.005
H 0.6201 0.0890 2.7168 -0.009
H 2.3005 0.2296 3.1969 0.004
H 1.2975 -0.9947 3.9593 0.001
H 2.0906 -2.7878 -0.9430 0.002
H 3.8711 -3.7499 0.8651 0.000
H 3.4022 -2.4310 2.9911 0.000
O 3.0270 2.0232 -0.6154 0.001
S 2.9553 1.6355 0.8237 0.015
C 4.6607 1.2960 1.4028 0.000
C 5.0310 2.3274 2.4648 0.000
C 4.3068 3.6098 2.0701 0.000
C 2.8723 3.1742 1.8039 0.000
H 5.2475 1.4180 0.4902 0.000
H 4.7335 0.2585 1.7283 0.000
H 6.1111 2.4594 2.5102 0.000
H 4.7032 2.0001 3.4551 0.000
H 4.7419 4.0251 1.1593 0.000
H 4.3591 4.3729 2.8452 0.000
H 2.2787 3.8771 1.2190 0.000
H 2.3498 2.9436 2.7371 0.000
```

Entry 4:
A cluster of 5 separate species, C32H41O3P in total at a distorted geometry. Source: the Open Molecules 2025 dataset; level of theory: ωB97M-V with the def2-TZVPD basis set.

Summary:
Max |F| (hartree/bohr): 0.1749
Electronic energy (eV): -49275.049
Net charge: 0
HOMO-LUMO gap (eV): 8.97
Structure (SMILES): CCCCCOC(=O)OP(C)C.c1ccccc1.c1ccccc1.c1ccccc1.c1ccccc1

XYZ file:
```
77
Properties=species:S:1:pos:R:3:mulliken_charge:R:1
C 4.3388 -2.3417 -0.5891 -1.033
C 3.1397 -1.2215 -0.9104 -0.229
C 3.7445 0.3023 -0.9412 -0.546
C 2.7085 1.4730 -0.4477 -0.536
C 1.1130 1.0694 -0.5577 -0.306
O 0.3221 2.3125 -0.5779 -0.264
C -1.0478 2.0954 -1.0686 0.492
O -1.2739 2.3440 -2.3718 -0.526
O -2.0793 1.6823 -0.1046 -0.224
P -2.5267 0.0090 -0.2825 0.168
C -4.3439 -0.0614 0.4166 -0.800
C -2.7222 -0.5194 -2.1095 -0.934
H 4.8198 -2.1212 0.4645 0.268
H 3.7893 -3.3735 -0.4983 0.278
H 5.1429 -2.3765 -1.4390 0.293
H 2.3138 -1.4093 -0.1029 0.194
H 2.7845 -1.4655 -2.0208 0.253
H 4.7089 0.2953 -0.2523 0.271
H 4.1165 0.5865 -2.0355 0.251
H 2.8942 2.4160 -1.1554 0.218
H 3.0115 1.8446 0.6379 0.281
H 0.7741 0.4824 0.4251 0.283
H 0.8699 0.3621 -1.4659 0.309
H -4.2852 0.3120 1.5459 0.304
H -4.9297 0.7660 -0.1989 0.221
H -4.8215 -1.1291 0.3222 0.244
H -2.9241 0.3758 -2.8586 0.368
H -3.6375 -1.2691 -2.2696 0.291
H -1.7761 -1.1040 -2.5334 0.290
C -6.2507 3.8348 1.6958 -0.508
C -5.5491 3.7953 0.4912 -0.358
C -6.2281 3.9472 -0.7174 -0.458
C -7.6086 4.1487 -0.7208 -0.320
C -8.3096 4.1919 0.4840 -0.407
C -7.6319 4.0307 1.6922 -0.322
H -5.7217 3.7129 2.6374 0.362
H -4.4724 3.6452 0.4944 0.569
H -5.6821 3.9097 -1.6561 0.380
H -8.1372 4.2719 -1.6624 0.355
H -9.3852 4.3505 0.4812 0.348
H -8.1792 4.0589 2.6304 0.357
C 8.1253 -6.2370 -0.5329 -0.371
C 9.1287 -5.3928 -0.0582 -0.362
C 8.8181 -4.3804 0.8491 -0.371
C 7.5043 -4.2183 1.2898 -0.371
C 6.5015 -5.0649 0.8179 -0.277
C 6.8106 -6.0715 -0.0966 -0.395
H 8.3672 -7.0237 -1.2426 0.350
H 10.1536 -5.5236 -0.3964 0.349
H 9.5990 -3.7186 1.2137 0.350
H 7.2628 -3.4325 2.0006 0.359
H 5.4780 -4.9395 1.1627 0.387
H 6.0282 -6.7273 -0.4682 0.353
C -0.3171 5.1597 1.9357 -0.419
C -0.2329 6.2400 2.8136 -0.430
C 0.7018 7.2505 2.5895 -0.424
C 1.5464 7.1855 1.4809 -0.344
C 1.4595 6.1070 0.6009 -0.611
C 0.5311 5.0919 0.8302 0.009
H -1.0433 4.3707 2.1125 0.401
H -0.8957 6.2941 3.6736 0.359
H 0.7718 8.0887 3.2774 0.351
H 2.2715 7.9753 1.3034 0.355
H 2.1166 6.0573 -0.2638 0.368
H 0.4675 4.2491 0.1475 0.458
C -2.6855 -6.2974 -1.0702 -0.412
C -3.8251 -5.5131 -1.2457 -0.452
C -3.8270 -4.1817 -0.8308 -0.271
C -2.6847 -3.6313 -0.2487 0.225
C -1.5439 -4.4147 -0.0766 -0.665
C -1.5451 -5.7487 -0.4831 -0.349
H -2.6855 -7.3360 -1.3905 0.354
H -4.7129 -5.9400 -1.7056 0.353
H -4.7174 -3.5727 -0.9616 0.321
H -2.6844 -2.5924 0.0702 0.177
H -0.6532 -3.9852 0.3755 0.411
H -0.6579 -6.3603 -0.3438 0.362
```